[1]
A cluster of 6 separate species, C28H72N4O10 in total. Source: the Open Molecules 2025 dataset; level of theory: the ωB97M-V functional and the def2-TZVPD basis.

Last column: Löwdin spin population.
Positions of all 114 atoms, in Å:
1 C -1.328 2.566 0.034  0.000
2 C -1.000 3.982 -0.339  0.000
3 O 0.464 4.223 -0.380  0.000
4 H -0.812 2.459 0.989  0.000
5 H -0.926 1.861 -0.694  0.000
6 H -2.388 2.315 0.060  0.000
7 H -1.676 4.695 0.132  0.000
8 H -1.241 4.055 -1.400  0.000
9 H 0.579 5.002 -0.930  0.000
10 C -0.062 9.184 -1.315  0.000
11 C -0.351 7.730 -1.792  0.000
12 O 0.923 6.846 -1.805  0.000
13 H 0.504 9.795 -2.019  0.000
14 H 0.385 9.390 -0.342  0.000
15 H -1.073 9.583 -1.234  0.000
16 H -0.624 7.842 -2.841  0.000
17 H -1.038 6.987 -1.385  0.000
18 H 1.609 7.413 -2.165  0.000
19 C 7.563 -0.561 -8.349  0.001
20 O 6.320 0.249 -8.399  0.005
21 C 5.274 -0.287 -7.609  0.023
22 C 4.229 0.790 -7.444  0.091
23 N 3.188 0.616 -6.421  0.680
24 C 2.337 1.791 -6.036  0.068
25 C 1.568 1.522 -4.737  0.014
26 O 0.611 2.597 -4.610  0.005
27 C -0.379 2.465 -3.578  0.001
28 H 8.483 -0.040 -8.616  0.000
29 H 7.540 -1.437 -8.998  0.000
30 H 7.715 -0.889 -7.321  0.000
31 H 5.568 -0.582 -6.602  0.002
32 H 4.899 -1.193 -8.086  0.000
33 H 3.766 0.762 -8.431  0.052
34 H 4.682 1.773 -7.319  0.002
35 H 2.559 -0.169 -6.516  0.016
36 H 1.570 1.981 -6.787  0.038
37 H 2.918 2.706 -5.928  0.002
38 H 2.155 1.314 -3.843  0.000
39 H 0.971 0.646 -4.991  0.000
40 H -1.001 1.597 -3.799  0.000
41 H -1.051 3.290 -3.344  0.000
42 H 0.060 2.289 -2.596  0.000
43 C -0.369 -7.444 2.972  0.000
44 O -1.116 -6.259 2.930  0.000
45 C -0.716 -5.490 1.845  0.000
46 C -1.148 -4.004 1.862  0.000
47 N -1.243 -3.383 0.573  0.000
48 C -2.012 -2.127 0.770  0.000
49 C -1.940 -1.122 -0.442  0.000
50 O -2.591 -1.701 -1.561  0.000
51 C -2.765 -0.721 -2.635  0.000
52 H 0.715 -7.328 2.983  0.000
53 H -0.790 -7.952 2.104  0.000
54 H -0.534 -7.873 3.960  0.000
55 H -0.947 -6.011 0.916  0.000
56 H 0.374 -5.503 1.839  0.000
57 H -0.366 -3.464 2.395  0.000
58 H -2.102 -3.991 2.388  0.000
59 H -1.951 -3.961 0.142  0.000
60 H -1.704 -1.502 1.608  0.000
61 H -3.038 -2.450 0.945  0.000
62 H -0.881 -0.926 -0.606  0.000
63 H -2.510 -0.250 -0.121  0.000
64 H -1.831 -0.172 -2.751  0.000
65 H -3.642 -0.090 -2.495  0.000
66 H -2.999 -1.308 -3.524  0.000
67 C 3.715 4.214 0.593  0.000
68 O 4.278 3.087 0.078  0.000
69 C 3.488 2.375 -0.736  0.000
70 C 2.446 1.489 -0.128  0.000
71 N 2.898 0.301 0.617  0.000
72 C 1.899 -0.732 0.730  0.000
73 C 2.413 -1.929 1.644  0.000
74 O 2.179 -1.474 2.968  0.000
75 C 2.116 -2.547 3.911  0.000
76 H 4.317 4.311 1.497  0.000
77 H 2.688 3.938 0.830  0.000
78 H 3.793 5.115 -0.016  0.000
79 H 4.223 1.802 -1.301  0.000
80 H 2.933 3.054 -1.382  0.000
81 H 1.970 0.998 -0.977  0.000
82 H 1.684 2.099 0.355  0.000
83 H 3.130 0.471 1.586  0.000
84 H 1.631 -1.031 -0.283  0.000
85 H 0.957 -0.285 1.047  0.000
86 H 3.446 -2.225 1.458  0.000
87 H 1.700 -2.743 1.511  0.000
88 H 1.214 -3.158 3.891  0.000
89 H 2.222 -2.071 4.886  0.000
90 H 3.018 -3.156 3.857  0.000
91 C -7.334 -4.649 3.987  0.000
92 O -6.847 -4.273 5.272  0.000
93 C -6.148 -3.020 5.254  0.000
94 C -5.534 -2.798 6.667  0.000
95 N -4.451 -1.840 6.644  0.000
96 C -3.232 -2.381 5.940  0.000
97 C -2.091 -1.334 5.839  0.000
98 O -2.101 -0.738 4.528  0.000
99 C -0.989 0.210 4.180  0.000
100 H -7.590 -5.697 3.825  0.000
101 H -6.850 -4.292 3.078  0.000
102 H -8.205 -4.002 3.876  0.000
103 H -6.768 -2.186 4.926  0.000
104 H -5.368 -2.973 4.493  0.000
105 H -5.341 -3.776 7.110  0.000
106 H -6.355 -2.340 7.219  0.000
107 H -4.714 -1.043 6.081  0.000
108 H -3.513 -2.621 4.915  0.000
109 H -2.882 -3.311 6.387  0.000
110 H -1.172 -1.884 6.042  0.000
111 H -2.020 -0.577 6.620  0.000
112 H -0.109 -0.336 3.841  0.000
113 H -0.784 0.963 4.942  0.000
114 H -1.344 0.871 3.390  0.000

Results
LUMO (spin up / spin down) (eV): -2.96 / -7.87
Multiplicity: 2
Expectation value of S²: 0.75
Frontier orbital gap (spin up / spin down) (Eh): 0.2518 / 0.0715
HOMO level (spin up / spin down) (Eh): -0.36057 / -0.36057
Charge: +1

***

[2]
A structure of composition C20H30N3O2PPdS3Si. Source: the Open Molecules 2025 dataset; level of theory: the ωB97M-V functional and the def2-TZVPD basis.

Last column: Mulliken charge in e.
Positions of all 61 atoms, in Å:
1 Pd 0.395 -0.223 -0.473  0.024
2 C -3.683 4.011 3.345  -1.063
3 Si -2.518 3.682 1.920  -0.056
4 C -3.423 3.891 0.299  -0.893
5 C -1.041 4.824 2.015  -1.069
6 C -1.920 1.892 2.082  0.271
7 C -2.342 1.070 3.122  0.076
8 C -1.937 -0.259 3.225  -1.117
9 C -1.106 -0.766 2.248  -0.359
10 N -0.683 0.004 1.250  -0.041
11 C -1.052 1.297 1.156  0.550
12 S -0.313 1.989 -0.266  -0.435
13 H -4.051 5.037 3.287  0.327
14 H -3.191 3.892 4.313  0.336
15 H -4.548 3.346 3.305  0.302
16 H -3.711 4.937 0.165  0.408
17 H -4.333 3.288 0.289  0.280
18 H -2.799 3.604 -0.548  0.302
19 H -1.358 5.866 1.929  0.320
20 H -0.328 4.618 1.215  0.302
21 H -0.521 4.707 2.968  0.318
22 H -3.021 1.467 3.868  0.353
23 H -2.270 -0.888 4.038  0.441
24 H -0.762 -1.793 2.244  0.465
25 C 3.787 -0.959 0.999  -1.159
26 C 4.482 -1.004 -0.346  0.406
27 C 4.707 0.375 -0.936  -1.205
28 O 3.812 -1.890 -1.293  -0.222
29 P 2.308 -1.946 -1.796  0.968
30 S 0.990 -2.528 -0.410  -0.588
31 S 1.615 -0.183 -2.460  -0.382
32 O 2.407 -3.077 -2.888  -0.402
33 C 3.394 -3.234 -3.950  0.521
34 C 3.789 -1.910 -4.572  -1.221
35 C 4.574 -4.034 -3.437  -1.201
36 H 4.442 -0.450 1.707  0.479
37 H 3.578 -1.961 1.370  0.365
38 H 2.849 -0.406 0.941  0.135
39 H 5.445 -1.503 -0.232  0.243
40 H 3.780 0.942 -0.985  0.200
41 H 5.130 0.308 -1.939  0.287
42 H 5.413 0.912 -0.301  0.471
43 H 2.849 -3.826 -4.686  0.335
44 H 4.335 -1.287 -3.862  0.163
45 H 2.916 -1.362 -4.923  0.327
46 H 4.442 -2.103 -5.425  0.463
47 H 5.152 -3.455 -2.717  0.174
48 H 5.220 -4.300 -4.274  0.433
49 H 4.232 -4.951 -2.958  0.334
50 N -5.550 1.225 1.839  -0.542
51 C -4.957 0.426 1.264  -0.019
52 C -4.206 -0.575 0.558  0.622
53 C -4.277 -1.912 0.935  -0.272
54 C -3.521 -2.826 0.231  -0.568
55 C -2.730 -2.370 -0.817  -0.383
56 N -2.655 -1.093 -1.185  -0.464
57 C -3.382 -0.214 -0.506  -0.269
58 H -4.906 -2.212 1.761  0.504
59 H -3.536 -3.878 0.482  0.431
60 H -2.115 -3.061 -1.382  0.440
61 H -3.299 0.826 -0.806  0.556

Results
LUMO (eV): 0.08
Frontier orbital gap (Eh): 0.2922
Energy relative to the best compared isomer or geometry (same formula, charge and spin) (kJ/mol): 0.0
HOMO level (Eh): -0.28938

***

[3]
A cluster of 9 separate species, C9H36N18O9 in total. Source: the Open Molecules 2025 dataset; level of theory: the ωB97M-V functional and the def2-TZVPD basis.

Last column: Löwdin spin population.
Positions of all 72 atoms, in Å:
1 C -28.262 16.223 -31.754  0.021
2 O -28.533 17.111 -32.576  0.005
3 N -27.610 16.343 -30.628  0.003
4 N -28.554 15.008 -31.966  0.021
5 H -27.364 17.250 -30.256  0.000
6 H -27.455 15.565 -30.002  0.001
7 H -29.201 14.874 -32.729  0.011
8 H -28.332 14.267 -31.317  0.010
9 C -26.076 18.529 -21.867  0.000
10 O -26.202 18.906 -20.707  0.000
11 N -25.777 19.405 -22.768  0.000
12 N -25.996 17.311 -22.251  0.000
13 H -25.868 20.363 -22.463  0.000
14 H -25.177 19.099 -23.520  0.000
15 H -25.853 16.591 -21.558  0.000
16 H -25.678 17.195 -23.203  0.000
17 C -27.158 12.571 -29.561  0.148
18 O -26.771 13.662 -29.379  0.026
19 N -27.219 12.065 -30.734  0.120
20 N -27.714 11.773 -28.707  0.059
21 H -26.922 12.592 -31.543  0.076
22 H -27.580 11.134 -30.888  0.114
23 H -27.925 11.888 -27.726  0.011
24 H -28.103 11.011 -29.244  0.073
25 C -26.772 18.053 -27.662  0.003
26 O -27.276 18.474 -28.648  0.001
27 N -26.825 18.696 -26.480  0.000
28 N -26.067 16.920 -27.619  0.002
29 H -27.357 19.549 -26.382  0.000
30 H -26.087 18.382 -25.866  0.000
31 H -25.675 16.705 -26.713  0.002
32 H -25.832 16.317 -28.395  0.001
33 C -23.665 15.242 -30.486  0.035
34 O -23.380 15.550 -29.353  0.008
35 N -23.537 16.049 -31.551  0.016
36 N -23.899 14.034 -30.791  0.046
37 H -23.113 16.965 -31.588  0.004
38 H -23.781 15.676 -32.457  0.024
39 H -23.772 13.284 -30.126  0.036
40 H -24.266 13.815 -31.706  0.074
41 C -29.090 22.068 -24.569  0.000
42 O -30.107 21.937 -23.945  0.000
43 N -28.827 21.395 -25.649  0.000
44 N -28.248 23.046 -24.351  0.000
45 H -28.141 21.792 -26.275  0.000
46 H -29.352 20.532 -25.642  0.000
47 H -27.352 22.926 -24.801  0.000
48 H -28.515 23.736 -23.663  0.000
49 C -22.453 14.034 -26.306  0.008
50 O -21.821 13.701 -25.330  0.001
51 N -22.803 13.281 -27.300  0.008
52 N -22.690 15.201 -26.769  0.001
53 H -23.281 13.754 -28.054  0.004
54 H -22.506 12.317 -27.353  0.012
55 H -22.510 15.980 -26.153  0.000
56 H -23.213 15.376 -27.615  0.001
57 C -23.224 18.111 -24.894  0.002
58 O -24.433 17.926 -24.758  0.001
59 N -22.638 18.768 -25.824  0.002
60 N -22.364 17.761 -24.025  0.001
61 H -21.652 18.591 -25.957  0.002
62 H -23.193 18.963 -26.644  0.002
63 H -22.754 17.369 -23.179  0.000
64 H -21.414 18.099 -24.076  0.001
65 C -27.084 22.370 -30.057  0.001
66 O -26.334 23.025 -29.370  0.000
67 N -27.567 21.190 -29.753  0.000
68 N -27.584 22.774 -31.144  0.000
69 H -28.071 20.569 -30.369  0.000
70 H -27.105 20.662 -29.026  0.000
71 H -28.347 22.265 -31.567  0.000
72 H -27.421 23.749 -31.354  0.000

Results
LUMO (spin up / spin down) (eV): 1.70 / 1.66
Multiplicity: 2
Expectation value of S²: 0.75
Frontier orbital gap (spin up / spin down) (Eh): 0.0661 / 0.3165
Energy relative to the best compared isomer or geometry (same formula, charge and spin) (kJ/mol): 105.4
HOMO level (spin up / spin down) (Eh): -0.00382 / -0.25558
Charge: -1

***

[4]
The molecule H2O4S. Source: the Open Molecules 2025 dataset; level of theory: the ωB97M-V functional and the def2-TZVPD basis.

Last column: Mulliken charge in e.
Positions of all 7 atoms, in Å:
1 O 0.624 0.861 1.966  -0.425
2 O -1.495 0.535 0.633  -0.442
3 O 0.449 -0.024 -2.034  -0.261
4 O 0.955 -0.165 -0.742  -0.321
5 S -0.144 0.258 0.960  0.934
6 H -0.426 -0.359 -2.032  0.317
7 H 0.037 -1.105 1.250  0.199

Results
SMILES string: O=[SH](=O)OO
LUMO (spin up / spin down) (eV): -1.07 / -1.07
Frontier orbital gap (spin up / spin down) (Eh): 0.3421 / 0.3421
Energy relative to the best compared isomer or geometry (same formula, charge and spin) (kJ/mol): 210.3
HOMO level (spin up / spin down) (Eh): -0.38125 / -0.38132

***

Taking the records one at a time from the top gives maximum force values of 3.6; 0.1; 7.9; 4.6 eV/Å.